Entry from the OMol25 dataset: a cluster of 2 separate species, C6H15NO2P in total at a distorted geometry (ωB97M-V/def2-TZVPD).

Summary:
Largest force on an atom: 5.35 eV/Å
ΔE to the lowest compared entry with this formula, charge and spin: 79.2 kcal per mole
HOMO-LUMO gap (spin up / spin down): 6.9 / 5.7 eV
Charge: -1
E_HOMO (spin up / spin down): -3.19 / -2.16 eV
Electronic energy: -21338.14714 eV

Geometry as XYZ:
```
25
C6H15NO2P (ωB97M-V/def2-TZVPD)
C 3.81022 -1.23526 -0.06551
C -3.09895 -0.06886 -0.33051
C -1.72060 1.55753 0.78249
C 2.29277 -1.09015 -0.01268
C -0.83024 0.54853 -1.14683
C -1.59953 0.20753 0.06728
N 2.06812 0.05284 0.86199
O 1.69896 2.72661 1.03519
O 3.23028 1.73935 -0.88740
P 2.13003 1.60229 0.10036
H 4.07867 -0.42999 -0.60620
H 4.25963 -1.02499 0.85444
H 4.10596 -2.11250 -0.56781
H -3.45899 0.56132 -1.07075
H -3.72545 -0.04918 0.46081
H -3.12676 -1.14900 -0.64791
H -2.27737 1.71483 1.78917
H -0.83781 2.06189 0.83309
H -2.18193 2.32752 0.18065
H 1.81819 -0.90528 -0.91360
H 1.94132 -1.88509 0.58518
H -0.91218 1.54633 -1.53073
H -0.96194 -0.20568 -1.97856
H -1.08955 -0.62098 0.83301
H 1.13892 -0.04887 1.22397
```

---

Entry from the OMol25 dataset: a cluster of 2 separate species, C5H18N3 in total (ωB97M-V/def2-TZVPD).

Summary:
Largest force on an atom: 0.92 eV/Å
ΔE to the lowest compared entry with this formula, charge and spin: 15.6 kcal per mole
HOMO-LUMO gap: 10.0 eV
Charge: +1
E_HOMO: -12.62 eV
Electronic energy: -9941.08954 eV

Geometry as XYZ:
```
26
C5H18N3 (ωB97M-V/def2-TZVPD)
N 1.39978 -0.75389 -0.15936
C 0.59971 -1.80847 -0.85150
C -0.35265 -2.49362 0.11399
N -1.21781 -3.37872 -0.66456
H 0.58819 0.54115 0.07143
H 1.84476 -1.05368 0.69496
H 2.12964 -0.45705 -0.79797
H 0.08893 -1.33975 -1.69262
H 1.26410 -2.54194 -1.31010
H 0.24740 -3.07082 0.81797
H -0.91379 -1.73918 0.67392
H -1.34526 -4.29545 -0.26787
H -2.13080 -2.97213 -0.77652
C -0.04157 2.22137 -1.07000
N 0.07271 1.54883 0.24514
C 0.87848 2.27214 1.24516
C -1.28485 1.27175 0.77028
H 0.91496 2.66030 -1.34320
H -0.79075 3.00960 -1.05697
H -0.32200 1.45885 -1.79292
H 0.75443 1.76103 2.19707
H 1.93471 2.23035 0.97756
H 0.59574 3.31944 1.32341
H -1.24517 0.65083 1.65687
H -1.87316 0.74968 0.01684
H -1.79573 2.20938 0.97900
```

---

Entry from the OMol25 dataset: a structure of composition C12H25F3NO2P2Tl at a distorted geometry (ωB97M-V/def2-TZVPD).

Summary:
Largest force on an atom: 3.48 eV/Å
ΔE to the lowest compared entry with this formula, charge and spin: 0.0 kcal per mole
HOMO-LUMO gap: 7.5 eV
Charge: 0
E_HOMO: -7.00 eV
Electronic energy: -49855.38140 eV

Geometry as XYZ:
```
46
C12H25F3NO2P2Tl (ωB97M-V/def2-TZVPD)
C -1.94174 2.67032 -3.03954
C -1.58218 1.57229 -2.19398
N -0.62489 1.77794 -1.22043
C -0.11513 2.99033 -0.97402
C -0.42139 4.08050 -1.80290
C -1.35220 3.90216 -2.84894
C -2.11161 0.23543 -2.38556
P -1.85410 -1.06242 -1.21229
Tl -0.33296 -0.06176 0.55935
P 1.55824 1.64696 0.90283
C 0.77393 3.18225 0.27662
O 0.26061 -0.25012 -4.06806
O 2.29963 0.85245 -2.79390
H -2.67376 2.45075 -3.82187
H 0.06731 5.02093 -1.58390
H -1.59872 4.74805 -3.48978
C -3.32081 -1.43131 -0.17817
C -1.39554 -2.63403 -2.02105
H 1.58790 3.89543 0.06247
H 0.15068 3.55204 1.11885
H -0.62066 -0.21796 -3.58299
H -2.90158 0.11368 -3.13345
C 1.69075 1.75263 2.72058
C 3.24080 1.54671 0.21729
H 1.37661 -1.07320 -1.39592
H 3.02163 0.24107 -3.02014
H 1.51798 0.52178 -3.33893
H 0.04834 0.00797 -4.97366
H -1.52610 0.65042 1.66742
H 1.33904 -0.30775 -1.41827
H -4.13037 -1.80074 -0.82090
H -3.06056 -2.19494 0.56917
H -3.62095 -0.51864 0.35090
H -2.26623 -3.02574 -2.55937
H -0.56292 -2.47445 -2.71453
H -1.08263 -3.35887 -1.26119
H 3.81891 2.40751 0.57179
H 3.71354 0.62332 0.57109
H 3.18704 1.51158 -0.87771
H 2.31957 2.61019 2.98577
H 0.68474 1.86772 3.14144
H 2.13282 0.83146 3.12333
F 2.30392 -1.45216 1.46739
C 0.92380 -1.45569 1.52528
F 0.55429 -2.75988 1.21234
F 0.63388 -1.32025 2.90815
```

---

Entry from the OMol25 dataset: the molecule C4H10NO2P at a distorted geometry (ωB97M-V/def2-TZVPD).

Summary:
Largest force on an atom: 4.25 eV/Å
ΔE to the lowest compared entry with this formula, charge and spin: 49.1 kcal per mole
HOMO-LUMO gap: 10.9 eV
Charge: 0
E_HOMO: -10.25 eV
Electronic energy: -19183.60813 eV

Geometry as XYZ:
```
18
C4H10NO2P (ωB97M-V/def2-TZVPD)
H 0.14480 -1.31380 4.04710
N 1.06758 -1.70384 3.82068
C 1.51061 -1.32508 2.69339
C 0.86395 -0.33345 1.82132
O 1.67363 0.01738 0.69876
P 1.10215 -0.25191 -0.79307
O 2.22381 -0.23252 -1.82856
C -0.27272 0.95644 -1.11094
C -1.18172 0.37235 -2.12120
H 2.54697 -1.68064 2.48835
H -0.09186 -0.80108 1.57137
H 0.69001 0.66516 2.19568
H 0.35505 -1.48407 -0.52369
H -0.77560 1.19681 -0.17903
H 0.22759 1.74269 -1.49848
H -1.87068 -0.46021 -1.76565
H -1.64597 1.25363 -2.56585
H -0.62138 0.01930 -3.06441
```

---

Entry from the OMol25 dataset: a cluster of 2 separate species, H4INP2 in total at a distorted geometry (ωB97M-V/def2-TZVPD).

Summary:
Largest force on an atom: 2.21 eV/Å
ΔE to the lowest compared entry with this formula, charge and spin: 14.4 kcal per mole
HOMO-LUMO gap: 8.5 eV
Charge: 0
E_HOMO: -9.13 eV
Electronic energy: -28231.26068 eV

Geometry as XYZ:
```
8
H4INP2 (ωB97M-V/def2-TZVPD)
H 1.04858 -1.89068 1.59870
N 0.34949 -2.09330 0.90091
P 0.72346 -1.37635 -0.41722
H -0.44258 -1.47629 -1.09687
P 0.23719 1.57552 -0.01130
I -0.65665 2.83089 -1.94831
H -0.57048 0.37894 -0.06122
H -0.68903 2.05127 1.03530
```

---

Entry from the OMol25 dataset: the molecule C2H7ClN2O at a distorted geometry (ωB97M-V/def2-TZVPD).

Summary:
Largest force on an atom: 4.39 eV/Å
ΔE to the lowest compared entry with this formula, charge and spin: 53.6 kcal per mole
HOMO-LUMO gap: 10.1 eV
Charge: 0
E_HOMO: -9.21 eV
Electronic energy: -19732.59172 eV

Geometry as XYZ:
```
13
C2H7ClN2O (ωB97M-V/def2-TZVPD)
C -0.63244 -0.98194 -1.42819
N -0.23173 -1.20985 -0.08320
N -0.57061 0.20054 0.86360
Cl -2.24298 0.49767 1.12031
O -0.13814 1.24031 0.16297
C 1.13751 1.66330 0.53932
H -1.71546 -0.89787 -1.59595
H -0.02029 -0.19639 -1.91813
H -0.37431 -1.86368 -1.95836
H -0.77785 -1.86665 0.53804
H 1.86560 1.37025 -0.38717
H 1.42495 1.02019 1.36383
H 1.18457 2.74404 0.74094
```

---

Entry from the OMol25 dataset: a structure of composition C4H8O2 at a distorted geometry (ωB97M-V/def2-TZVPD).

Summary:
Largest force on an atom: 1.59 eV/Å
ΔE to the lowest compared entry with this formula, charge and spin: 120.4 kcal per mole
HOMO-LUMO gap: 10.1 eV
Charge: 0
E_HOMO: -9.32 eV
Electronic energy: -8368.06128 eV

Geometry as XYZ:
```
14
C4H8O2 (ωB97M-V/def2-TZVPD)
C -0.71570 -0.85919 -0.28235
C -0.46947 0.31061 -1.24541
O 0.67276 1.10437 -0.92779
C 1.26036 0.76564 0.29648
C 0.24043 0.08529 1.21313
O 0.57684 -0.86525 2.03002
H -0.40704 -1.07725 1.07818
H -0.13478 -1.74091 -0.57393
H -1.78082 -1.11769 -0.32955
H -0.31990 -0.07852 -2.26007
H -1.34661 0.97171 -1.25585
H 1.58278 1.69969 0.78830
H 2.14501 0.12118 0.19112
H -0.57022 0.78592 1.49569
```

---

Entry from the OMol25 dataset: the molecule C4H8O2 (ωB97M-V/def2-TZVPD).

Summary:
Largest force on an atom: 0.42 eV/Å
ΔE to the lowest compared entry with this formula, charge and spin: 46.7 kcal per mole
HOMO-LUMO gap: 11.4 eV
Charge: 0
E_HOMO: -10.39 eV
Electronic energy: -8371.25641 eV

Geometry as XYZ:
```
14
C4H8O2 (ωB97M-V/def2-TZVPD)
C 1.91316 0.37449 -0.07717
C 0.88784 -0.59174 0.45992
O -0.04403 -0.09123 1.41266
C -0.55345 -0.61591 0.18429
C -1.36110 0.32622 -0.66623
O -2.68465 0.38701 -0.16672
H 1.48665 1.35662 -0.29499
H 2.38911 -0.01918 -0.98191
H 2.69750 0.50733 0.67703
H 1.31079 -1.55839 0.74565
H -1.06943 -1.57190 0.31584
H -1.43434 -0.05831 -1.69012
H -0.89833 1.32250 -0.70250
H -2.63971 0.23248 0.78424
```